A molecular structure, C27H34N7O2PS6Ti, computed with ωB97M-V/def2-TZVPD.

Its HOMO-LUMO gap (alpha / beta) is 5.63 / 5.63 eV. As for the energy above the lowest of the compared OMol25 structures with the same formula, charge and spin: 41.8 kJ/mol. For the LUMO energy (alpha / beta), the calculation gives -0.0165 / -0.0165 hartree.

Geometry as ORCA input:
```
! wB97M-V def2-TZVPD RIJCOSX def2/J DEFGRID3
* xyz 0 1
Ti -0.800 0.718 0.832
S -4.372 -1.586 -0.432
S -1.993 1.376 2.934
S -1.222 -1.648 1.444
S -5.579 -2.740 5.140
S -3.034 -2.251 3.673
S -5.473 -2.289 2.193
P -0.991 -1.143 -1.692
O 1.225 0.034 1.035
O 0.658 2.012 1.725
N -0.426 -1.986 -4.315
N 1.222 -2.612 -2.639
N -4.618 0.913 3.039
N -0.915 -3.763 -2.723
N -0.421 1.727 -0.923
N -2.549 1.331 0.187
N -3.695 1.172 0.947
C 6.781 1.695 4.051
C -0.075 2.911 -3.440
C -1.327 2.699 -2.973
C 0.825 1.973 -1.426
C -4.740 -2.461 3.751
C -2.735 1.867 -1.060
C 0.813 -1.612 -1.637
C -1.531 2.095 -1.690
C 1.542 1.104 1.669
C 2.875 1.260 2.289
C -4.033 -1.953 1.227
C -3.532 1.117 2.272
C 0.582 -3.861 -2.440
C 4.904 0.291 3.145
C 5.419 1.549 3.433
C -1.618 -2.892 -1.717
C 2.616 3.822 2.319
C -1.097 -3.224 -4.143
C 4.638 2.657 3.143
C -4.098 2.155 -1.595
C 0.992 -2.138 -4.001
C -1.047 -0.896 -3.537
C -2.886 -1.917 1.949
C 3.199 -1.297 2.317
C 3.654 0.118 2.572
C 1.048 2.537 -2.641
C 3.369 2.544 2.586
H -4.708 1.248 -1.629
H -1.473 -3.320 -0.725
H 0.975 -4.611 -3.129
H 1.430 -2.855 -4.700
H -4.036 2.550 -2.606
H 0.687 -4.199 -1.409
H -0.686 -3.982 -4.812
H 3.909 -1.991 2.764
H -2.170 -3.118 -4.303
H 1.044 -1.987 -0.637
H -1.316 -4.699 -2.679
H 0.075 3.377 -4.406
H 3.130 -1.504 1.250
H 2.314 3.901 1.274
H -4.400 0.572 0.495
H 1.414 -0.713 -1.780
H 1.701 3.875 2.906
H -4.449 0.592 3.979
H -0.535 0.040 -3.774
H 5.022 3.646 3.363
H -2.686 -2.893 -1.934
H 5.498 -0.587 3.376
H -2.190 2.990 -3.556
H 7.538 1.191 3.449
H -4.622 2.890 -0.979
H -2.086 -0.779 -3.851
H 6.802 1.247 5.045
H 1.656 1.684 -0.797
H 7.061 2.743 4.145
H -5.460 0.554 2.611
H 2.210 -1.487 2.734
H 3.247 4.675 2.565
H 2.060 2.718 -2.972
H 1.486 -1.175 -4.126
*
```

Formally, the Löwdin partial charges of the atoms, in units of the elementary charge, are as follows:
1. Ti 0.723
2. S 0.481
3. S 0.768
4. S 0.529
5. S 0.494
6. S 0.863
7. S 0.849
8. P 1.004
9. O -0.164
10. O -0.114
11. N -0.145
12. N -0.141
13. N 0.127
14. N -0.074
15. N -0.077
16. N -0.150
17. N -0.018
18. C -0.046
19. C -0.102
20. C -0.040
21. C -0.161
22. C -1.543
23. C -0.305
24. C -0.299
25. C -0.271
26. C -0.544
27. C -0.039
28. C -1.172
29. C -0.805
30. C -0.120
31. C -0.012
32. C -0.256
33. C -0.311
34. C -0.032
35. C -0.122
36. C -0.009
37. C -0.029
38. C -0.162
39. C -0.279
40. C -1.099
41. C -0.033
42. C -0.175
43. C -0.091
44. C -0.174
45. H 0.057
46. H 0.064
47. H 0.140
48. H 0.132
49. H 0.067
50. H 0.147
51. H 0.139
52. H 0.076
53. H 0.144
54. H 0.077
55. H 0.178
56. H 0.100
57. H 0.079
58. H 0.085
59. H 0.057
60. H 0.086
61. H 0.088
62. H 0.096
63. H 0.083
64. H 0.113
65. H 0.024
66. H 0.118
67. H 0.102
68. H 0.082
69. H 0.087
70. H 0.100
71. H 0.085
72. H 0.104
73. H 0.074
74. H 0.098
75. H 0.086
76. H 0.076
77. H 0.094
78. H 0.137

A molecular structure, C52H49GeN5O6PSr in a non-equilibrium geometry, computed with ωB97M-V/def2-TZVPD.

Its HOMO-LUMO gap is 6.36 eV. For the LUMO energy, the calculation gives -0.1044 hartree.

Geometry as ORCA input:
```
! wB97M-V def2-TZVPD RIJCOSX def2/J DEFGRID3
* xyz 1 1
Sr -1.142 0.677 -1.010
Ge 2.760 -2.247 1.243
P -0.693 3.808 -0.670
O -0.057 -0.662 0.361
O 1.221 2.259 -1.277
O -3.808 1.002 -2.719
O -0.150 2.542 -1.616
O -0.447 1.418 0.934
O -2.005 -1.392 -1.852
N -3.348 0.748 0.393
N -2.838 1.985 -2.505
N -8.562 -3.093 2.291
N -3.958 -2.527 -0.367
N 0.260 -0.430 -2.912
C -1.328 6.924 -3.152
C 2.700 -0.363 0.621
C -0.856 6.008 -2.224
C 1.834 3.563 -0.957
C -0.756 -4.097 3.871
C 0.466 -3.774 4.443
C 2.614 -5.526 -1.486
C -3.972 -2.524 0.967
C -3.304 4.282 0.281
C 2.297 -4.627 -0.476
C -2.406 6.588 -3.952
C -3.840 4.314 2.627
C 1.464 -3.200 3.667
C 4.479 -4.153 -2.116
C 0.124 -1.757 -2.946
C 1.276 0.118 -3.587
C -2.552 3.894 2.928
C 3.119 3.344 -0.234
C 0.828 4.287 -0.100
C 0.984 -2.576 -3.663
C 3.055 -3.474 -0.279
C 4.939 -3.629 2.642
C -2.975 5.334 -3.829
C -0.991 -2.355 -2.133
C 1.734 0.520 1.420
C 6.212 -1.352 3.570
C 3.710 -5.294 -2.306
C 3.383 3.959 0.932
C 6.759 -2.600 3.827
C 1.182 4.915 1.122
C -3.216 3.106 -2.966
C 5.033 -1.247 2.846
C -6.314 -2.905 -0.373
C 2.187 -0.622 -4.315
C -7.564 -3.007 1.728
C -5.128 -2.692 1.707
C -2.003 3.867 0.582
C 0.319 0.414 0.896
C 4.384 -2.381 2.359
C 2.032 -2.000 -4.356
C -4.214 4.497 1.302
C 4.147 -3.250 -1.118
C -0.979 -3.834 2.526
C 6.113 -3.740 3.371
C -2.496 4.382 -2.925
C -5.104 -2.726 -1.017
C 1.256 -2.932 2.316
C -1.636 3.669 1.915
C -6.326 -2.874 1.020
C 0.018 -3.250 1.758
C -1.414 4.740 -2.089
C 2.442 4.809 1.611
H 3.715 0.029 0.700
H -0.864 7.898 -3.229
H 2.734 5.312 2.521
H 2.020 -6.423 -1.616
H 4.443 -4.525 2.281
H -3.816 5.069 -4.461
H 1.462 -4.837 0.183
H -0.164 -3.027 0.714
H -0.547 -2.710 -1.196
H -0.031 6.268 -1.571
H -5.108 -2.683 2.787
H -7.228 -3.063 -0.928
H 1.713 0.226 2.475
H -5.044 -2.735 -2.100
H -4.552 4.506 3.419
H 4.350 3.796 1.394
H 6.530 -4.717 3.581
H -1.532 -4.555 4.471
H 2.003 4.036 -1.939
H -3.078 0.208 1.211
H -1.928 -4.099 2.075
H -4.174 3.131 -3.486
H 2.713 -2.621 -4.922
H -3.010 -2.378 1.447
H 2.421 -2.959 4.116
H 7.686 -2.683 4.380
H -3.376 1.715 0.707
H 2.998 -0.129 -4.833
H -3.328 0.155 -2.715
H 3.843 2.695 -0.712
H 0.838 -3.648 -3.673
H 2.021 1.569 1.391
H 1.355 1.197 -3.535
H -3.616 4.453 -0.734
H 2.434 -0.349 -0.437
H 5.348 -3.979 -2.739
H -2.811 7.294 -4.664
H 4.612 -0.263 2.673
H 4.764 -2.368 -0.970
H 0.644 -3.982 5.490
H -5.215 4.827 1.055
H 6.707 -0.458 3.930
H 0.428 5.486 1.650
H -4.296 0.488 0.147
H -2.263 3.744 3.960
H -0.643 3.314 2.146
H -2.663 -1.864 -1.262
H 3.972 -6.008 -3.076
H -1.418 -3.215 -2.656
*
```

Löwdin atomic charge list, values in e, 99 entries:
1. Sr 1.601
2. Ge 1.055
3. P 1.033
4. O -0.186
5. O -0.100
6. O -0.045
7. O -0.464
8. O -0.223
9. O -0.251
10. N 0.026
11. N -0.063
12. N 0.193
13. N 0.052
14. N 0.045
15. C -0.044
16. C -0.238
17. C -0.057
18. C -0.276
19. C -0.084
20. C -0.077
21. C -0.092
22. C -0.115
23. C -0.074
24. C -0.109
25. C -0.049
26. C -0.053
27. C -0.093
28. C -0.091
29. C -0.249
30. C -0.114
31. C -0.044
32. C -0.047
33. C -0.281
34. C -0.004
35. C -0.264
36. C -0.109
37. C -0.024
38. C -0.167
39. C -0.142
40. C -0.086
41. C -0.093
42. C -0.090
43. C -0.086
44. C -0.114
45. C -0.083
46. C -0.111
47. C 0.013
48. C -0.038
49. C -0.161
50. C 0.017
51. C -0.273
52. C -0.682
53. C -0.281
54. C -0.039
55. C -0.062
56. C -0.110
57. C -0.096
58. C -0.082
59. C -0.197
60. C -0.092
61. C -0.251
62. C -0.086
63. C -0.204
64. C -0.129
65. C -0.191
66. C -0.102
67. H 0.061
68. H 0.116
69. H 0.096
70. H 0.103
71. H 0.105
72. H 0.119
73. H 0.088
74. H 0.066
75. H 0.108
76. H 0.109
77. H 0.130
78. H 0.128
79. H 0.126
80. H 0.125
81. H 0.114
82. H 0.110
83. H 0.104
84. H 0.103
85. H 0.150
86. H 0.042
87. H 0.085
88. H 0.142
89. H 0.116
90. H 0.102
91. H 0.097
92. H 0.104
93. H 0.015
94. H 0.111
95. H 0.064
96. H 0.113
97. H 0.122
98. H 0.096
99. H 0.107

2 unconnected molecules or ions with the total composition C4H12OS2 in a non-equilibrium geometry, computed with ωB97M-V/def2-TZVPD.

Its HOMO-LUMO gap (alpha / beta) is 2.47 / 6.44 eV. As for the energy above the lowest of the compared OMol25 structures with the same formula, charge and spin: 114.6 kJ/mol. For the LUMO energy (alpha / beta), the calculation gives 0.0997 / 0.0978 hartree.

Geometry as ORCA input:
```
! wB97M-V def2-TZVPD RIJCOSX def2/J DEFGRID3
* xyz -1 2
S -0.123 -1.955 -2.024
S 1.260 -0.370 -2.548
O 0.315 3.204 4.720
C -1.096 1.188 -1.835
C 0.462 1.128 -1.906
C -0.069 -2.184 1.003
C 0.623 -2.367 -0.350
H -1.503 1.683 -0.948
H 0.085 3.981 4.215
H 0.382 -3.427 -0.541
H 1.706 -2.254 -0.327
H 0.828 1.147 -0.865
H -1.632 0.257 -1.980
H -0.027 -1.148 1.337
H -1.043 -2.667 0.952
H 0.511 -2.787 1.718
H 0.843 2.060 -2.322
H -1.296 1.966 -2.590
H -0.226 2.543 4.292
*
```

Formally, the Löwdin partial charges of the atoms, in units of the elementary charge, are as follows:
1. S 0.180
2. S 0.222
3. O -0.055
4. C -0.208
5. C -0.685
6. C -0.197
7. C -0.660
8. H 0.046
9. H 0.024
10. H -0.001
11. H 0.042
12. H 0.027
13. H 0.001
14. H 0.049
15. H 0.050
16. H 0.055
17. H 0.034
18. H 0.048
19. H 0.028

12 unconnected molecules or ions with the total composition C41H84O26S in a non-equilibrium geometry, computed with ωB97M-V/def2-TZVPD.

Its HOMO-LUMO gap is 9.57 eV. For the LUMO energy, the calculation gives 0.0063 hartree. The SMILES is CCOS(C)(=O)=O.COC(=O)OC.COC(=O)OC.COC(=O)OC.COC(=O)OC.COC(=O)OC.COC(=O)OC.C1CCOC1.C1CCOC1.C1CCOC1.C1CCOC1.C1CCOC1.

Geometry as ORCA input:
```
! wB97M-V def2-TZVPD RIJCOSX def2/J DEFGRID3
* xyz 0 1
S 1.315 0.875 -0.214
O -1.725 3.326 3.464
O -8.451 -1.603 0.900
O -6.786 -0.979 -0.293
O 4.595 5.721 0.392
O -8.869 -0.528 -1.042
O 0.642 -5.264 -4.686
O -2.872 -1.291 2.177
O 1.615 2.023 0.599
O 2.066 3.887 5.234
O 6.045 1.781 1.664
O 1.656 -3.240 -4.630
O -2.447 2.725 1.471
O -3.890 2.810 3.215
O -0.132 1.071 -1.033
O -0.040 -3.589 -3.249
O 6.404 1.257 -0.627
O -2.000 -0.251 -7.841
O -0.154 -1.364 -7.021
O -1.257 5.179 -0.549
O 3.167 2.569 6.725
O -1.787 -1.136 -5.662
O 3.617 -4.284 -0.038
O 5.275 -0.126 0.756
O 3.169 1.969 4.612
O -1.627 -3.279 4.605
O 2.286 0.334 -1.182
C -0.308 -2.715 4.476
C 0.496 -1.500 -8.286
C -0.711 3.927 -0.868
C 5.229 5.386 -1.834
C 2.801 2.929 5.484
C -0.315 -4.971 3.522
C 3.679 4.719 -0.122
C 1.999 -6.061 0.152
C -0.444 0.210 -2.159
C -1.742 -0.565 -1.837
C -8.099 -1.024 -0.243
C 0.822 -0.469 0.894
C -0.641 4.142 3.064
C -3.471 2.100 0.625
C -3.088 -0.707 -5.188
C 6.615 3.120 1.622
C 0.299 -3.566 3.367
C -4.945 -2.411 1.886
C -0.189 6.108 -0.629
C -4.684 -2.286 3.387
C -1.201 -4.365 -2.861
C -3.703 -1.084 3.309
C 2.751 2.106 3.245
C -6.096 -0.376 -1.380
C 2.978 3.386 7.798
C 0.370 4.189 -1.874
C -9.836 -1.663 1.236
C -3.570 -2.131 1.259
C 2.530 -4.049 -0.917
C -2.778 2.978 2.743
C 5.124 6.408 -0.738
C 2.507 -3.584 -5.741
C -1.383 -0.835 -6.958
C 0.437 5.649 -1.974
C 5.209 -1.109 -0.235
C 3.377 -5.534 0.637
C 1.311 -4.805 -0.319
C 0.741 -4.119 -4.227
C 6.017 0.975 0.496
C -1.717 -4.611 4.029
C 4.173 4.328 -1.450
H 4.973 5.756 -2.826
H 1.445 -6.626 0.902
H 1.731 1.757 3.085
H -1.650 -1.424 -1.171
H 0.238 -2.478 -8.693
H -0.143 -0.238 1.346
H 3.339 -5.304 1.702
H 0.831 -4.292 0.514
H -0.078 3.666 2.262
H 6.680 3.461 0.589
H 2.272 -2.995 -1.025
H -6.136 0.713 -1.370
H -3.656 -1.713 0.256
H -3.528 -1.469 -4.545
H -1.590 3.412 -1.256
H 6.141 -1.647 -0.412
H 0.058 3.763 -2.828
H -3.498 2.727 -0.267
H 1.381 -3.570 3.498
H -0.259 -5.633 2.658
H 3.227 4.441 7.691
H -0.544 7.137 -0.585
H -3.862 -0.418 -5.899
H 1.440 6.021 -2.185
H -5.272 -3.399 1.560
H -10.038 -2.482 1.926
H 0.099 4.513 3.773
H -5.068 -0.644 -1.139
H -0.364 3.464 0.056
H 4.453 -1.839 0.055
H 0.223 -0.757 -9.036
H 0.941 -1.368 0.289
H -10.412 -1.679 0.311
H -3.040 -1.032 4.173
H 0.323 -2.870 5.352
H 2.082 -6.708 -0.722
H -5.575 -1.570 1.594
H -4.119 -3.110 3.821
H 0.198 -5.483 4.336
H 3.243 -4.309 -5.392
H -0.226 6.138 -2.688
H -0.367 -1.711 4.056
H 0.312 -0.554 -2.339
H -2.040 -0.959 -2.808
H 6.056 3.807 2.257
H 3.338 1.474 2.580
H -3.085 -3.105 1.212
H -2.445 -4.564 3.220
H -2.024 -5.346 4.773
H -0.880 -5.398 -2.728
H -0.543 0.811 -3.063
H 1.930 3.390 8.098
H -2.985 0.249 -4.674
H -0.032 -3.249 2.378
H -6.404 -0.705 -2.373
H 1.626 -0.448 1.630
H 4.497 7.255 -1.019
H 2.944 3.094 2.827
H 3.535 3.958 0.644
H 3.345 4.280 -2.157
H -4.483 2.136 1.029
H -1.661 -3.941 -1.969
H 2.699 5.185 -0.226
H -3.295 1.046 0.409
H 0.538 6.052 0.182
H -1.857 -4.359 -3.731
H 3.496 3.128 8.722
H -5.556 -1.997 3.974
H 6.100 6.870 -0.595
H -4.216 -0.142 3.114
H -10.186 -0.829 1.845
H 2.979 -2.685 -6.138
H 1.575 -1.438 -8.142
H 7.610 3.056 2.061
H 4.112 -6.303 0.403
H 4.927 -0.728 -1.216
H 2.051 -4.062 -6.608
H 6.253 5.014 -1.875
H 2.743 -4.352 -1.942
H 1.307 3.837 -1.442
H 4.575 3.317 -1.402
H 0.468 -4.938 -0.997
H -2.533 0.125 -1.545
H -1.041 5.099 2.729
*
```

Löwdin atomic charge list, values in e, 99 entries:
1. S 0.670
2. O 0.018
3. O 0.006
4. O -0.016
5. O -0.131
6. O 0.117
7. O 0.090
8. O -0.160
9. O -0.285
10. O 0.097
11. O -0.050
12. O -0.002
13. O -0.008
14. O 0.108
15. O -0.282
16. O -0.041
17. O 0.106
18. O 0.118
19. O -0.015
20. O -0.128
21. O 0.013
22. O -0.030
23. O -0.133
24. O -0.015
25. O 0.017
26. O -0.157
27. O -0.298
28. C -0.172
29. C -0.035
30. C -0.239
31. C -0.146
32. C -0.531
33. C -0.154
34. C -0.197
35. C -0.164
36. C -0.214
37. C -0.051
38. C -0.607
39. C -0.083
40. C -0.031
41. C -0.008
42. C -0.057
43. C -0.027
44. C -0.187
45. C -0.161
46. C -0.185
47. C -0.123
48. C -0.034
49. C -0.192
50. C -0.049
51. C -0.022
52. C -0.102
53. C -0.179
54. C -0.034
55. C -0.205
56. C -0.194
57. C -0.588
58. C -0.221
59. C -0.031
60. C -0.524
61. C -0.173
62. C -0.070
63. C -0.162
64. C -0.156
65. C -0.566
66. C -0.491
67. C -0.177
68. C -0.161
69. H 0.109
70. H 0.104
71. H 0.082
72. H 0.068
73. H 0.099
74. H 0.076
75. H 0.114
76. H 0.089
77. H 0.075
78. H 0.083
79. H 0.104
80. H 0.101
81. H 0.084
82. H 0.088
83. H 0.112
84. H 0.102
85. H 0.125
86. H 0.087
87. H 0.113
88. H 0.100
89. H 0.098
90. H 0.121
91. H 0.091
92. H 0.105
93. H 0.119
94. H 0.093
95. H 0.083
96. H 0.070
97. H 0.082
98. H 0.079
99. H 0.094

2 unconnected molecules or ions with the total composition C11H18 in a non-equilibrium geometry, computed with ωB97M-V/def2-TZVPD.

Its HOMO-LUMO gap is 9.93 eV. As for the energy above the lowest of the compared OMol25 structures with the same formula, charge and spin: 120.9 kJ/mol. For the LUMO energy, the calculation gives 0.0339 hartree. The SMILES is Cc1ccccc1.CC(C)C.

Geometry as ORCA input:
```
! wB97M-V def2-TZVPD RIJCOSX def2/J DEFGRID3
* xyz 0 1
C -2.381 0.026 -1.382
C 0.252 0.355 2.818
C 0.204 -0.585 -2.181
C -1.776 0.863 -2.346
C -0.503 -1.513 -1.461
C -0.007 -2.822 -0.970
C 1.894 0.230 0.889
C 0.576 0.901 1.392
C -0.449 0.593 -2.623
C -1.815 -1.148 -1.005
C 0.645 2.431 1.502
H -0.113 0.609 0.599
H 0.101 1.331 -3.194
H -0.307 2.874 1.801
H 1.042 2.818 0.565
H 1.305 2.701 2.332
H 0.852 -2.708 -0.265
H 1.213 0.240 3.304
H -2.271 -1.777 -0.252
H 2.896 0.663 0.953
H 1.268 -0.721 -2.322
H 1.695 -0.231 -0.072
H -0.489 1.015 3.257
H 0.502 -3.522 -1.634
H -0.607 -3.459 -0.320
H 2.133 -0.601 1.579
H -3.317 0.337 -0.927
H -0.259 -0.611 2.746
H -2.281 1.708 -2.782
*
```

Formally, the Löwdin partial charges of the atoms, in units of the elementary charge, are as follows:
1. C -0.104
2. C -0.080
3. C -0.070
4. C -0.082
5. C -0.285
6. C -0.069
7. C -0.078
8. C -0.440
9. C -0.085
10. C -0.062
11. C -0.094
12. H 0.098
13. H 0.099
14. H 0.070
15. H 0.072
16. H 0.076
17. H 0.083
18. H 0.071
19. H 0.108
20. H 0.076
21. H 0.111
22. H 0.033
23. H 0.066
24. H 0.078
25. H 0.076
26. H 0.065
27. H 0.103
28. H 0.071
29. H 0.096